Molecular formula: C6H18AlFO3Sn
Method: DFT, ωB97M-V/def2-TZVPD

Last column: natural (NBO) charge in e.
Element x y z (Å)
Sn1 1.8690 -5.3013 4.4443  1.810
Al1 6.6047 0.1338 3.3284  0.999
F1 2.9057 -1.8097 1.7583  -0.592
C1 -0.2226 -2.4131 -4.9444  -0.613
C2 0.8862 -1.8349 -4.0185  -0.107
O1 0.3945 -1.8476 -2.7130  -0.448
H1 -0.1345 -2.0063 -5.9518  0.265
H2 -1.1869 -2.1450 -4.5126  0.247
H3 -0.1059 -3.4952 -5.0043  0.278
H4 1.1016 -0.8023 -4.2932  0.310
H5 1.7606 -2.4583 -4.2050  0.268
H6 1.1053 -1.7432 -2.0762  0.498
C3 -4.1806 -1.4197 0.9850  -0.587
C4 -3.2226 -0.3083 1.3920  -0.077
O2 -2.1624 -0.6336 2.3269  -0.507
H7 -3.4400 -2.2093 0.8582  0.217
H8 -4.5903 -1.3083 -0.0189  0.271
H9 -4.8242 -1.8561 1.7488  0.259
H10 -3.8103 0.5344 1.7558  0.265
H11 -2.7466 0.0895 0.4957  0.195
H12 -1.4130 -0.9325 1.8067  0.478
C5 1.2185 3.9507 2.6208  -0.578
C6 1.6792 3.4964 1.2763  -0.064
O3 3.0058 3.1807 1.3628  -0.466
H13 1.6860 4.9193 2.7979  0.240
H14 1.5719 3.3018 3.4222  0.234
H15 0.1403 4.0826 2.5306  0.269
H16 1.5036 4.2379 0.4970  0.234
H17 1.1854 2.5547 1.0363  0.203
H18 3.4220 4.0430 1.2939  0.500

Properties
**Kohn-Sham gap**: 2.024 eV
**Net charge**: +4
**Electronic energy**: -27744.68009 eV

=====

Molecular formula: CH2BrNO
Method: DFT, ωB97M-V/def2-TZVPD

Last column: natural (NBO) charge in e.
Element x y z (Å)
C1 -0.5447 -0.4473 0.0363  0.562
N1 0.9204 0.3617 -0.3350  -0.827
O1 -0.6838 -1.6097 0.0924  -0.505
Br1 -1.9725 0.7467 0.0479  0.037
H1 1.5650 -0.2553 0.1092  0.375
H2 0.7155 1.2039 0.0493  0.359

Properties
**SMILES**: NC(=O)Br
**Kohn-Sham gap**: 11.224 eV
**Electronic energy**: -74648.54978 eV
**Energy relative to the best compared isomer or geometry (same formula, charge and spin)**: 102.4 kJ/mol